# 1
{
  "formula": "C9H12FNO2",
  "method": "ωB97M-V/def2-TZVPD",
  "symbols": ["C", "C", "C", "C", "C", "C", "C", "C", "C", "H", "H", "H", "H", "H", "H", "H", "H", "H", "H", "H", "H", "N", "O", "O", "F"],
  "positions_angstrom": [[0.171, -0.953, -1.581], [0.460, 0.443, -2.159], [0.958, -1.190, -0.273], [0.522, -0.327, 0.889], [-0.728, -0.529, 1.486], [1.333, 0.700, 1.379], [-1.154, 0.271, 2.541], [0.912, 1.501, 2.437], [-0.334, 1.289, 3.021], [-0.111, -1.902, -3.344], [1.424, -1.856, -2.869], [-0.902, -1.005, -1.346], [2.027, -1.041, -0.472], [0.825, -2.248, -0.030], [-1.366, -1.333, 1.126], [2.304, 0.876, 0.921], [-2.128, 0.096, 2.993], [1.557, 2.294, 2.803], [-0.665, 1.914, 3.845], [-0.385, 1.206, -0.619], [-2.233, -0.468, -0.092], [0.479, -2.012, -2.522], [1.064, 0.607, -3.188], [0.001, 1.498, -1.460], [-2.784, -0.725, 0.610]],
  "forces_ev_per_angstrom": [[0.176, 0.004, 0.092], [0.261, 0.006, -0.482], [0.047, -0.010, 0.083], [-0.024, 0.236, 0.247], [1.700, -0.456, 0.472], [-0.002, 0.089, 0.016], [0.158, 0.144, 0.116], [0.026, -0.082, -0.103], [-0.064, -0.106, -0.083], [0.081, -0.074, 0.086], [-0.078, -0.076, 0.058], [0.108, -0.049, -0.114], [-0.135, -0.003, -0.007], [-0.008, 0.112, -0.021], [1.529, -0.147, 0.927], [-0.109, 0.000, 0.060], [0.169, 0.020, -0.098], [-0.071, -0.097, -0.043], [0.057, -0.101, -0.125], [0.179, 0.097, -0.001], [-0.388, 0.108, 0.025], [-0.100, 0.170, -0.166], [-0.288, -0.043, 0.545], [-0.137, -0.068, 0.020], [-3.086, 0.324, -1.503]],
  "e_above_lowest_kcal_mol": 0.0,
  "homo_lumo_gap_ev": 10.0,
  "fmax_ev_per_a": 3.45,
  "lumo_ev": 0.4625,
  "e_tot_ha": -655.23369,
  "smiles": "N[C@@H](Cc1ccccc1)C(=O)O.F"
}

---

# 2
{
  "formula": "C28H35N7",
  "method": "ωB97M-V/def2-TZVPD",
  "symbols": ["N", "C", "C", "C", "C", "H", "H", "H", "H", "H", "N", "C", "C", "C", "C", "H", "H", "H", "H", "H", "N", "C", "C", "C", "C", "H", "H", "H", "H", "H", "N", "C", "C", "C", "C", "H", "H", "H", "H", "H", "N", "C", "C", "C", "C", "H", "H", "H", "H", "H", "N", "C", "C", "C", "C", "H", "H", "H", "H", "H", "N", "C", "C", "C", "C", "H", "H", "H", "H", "H"],
  "positions_angstrom": [[4.709, 3.263, -1.794], [4.757, 4.226, -0.814], [3.696, 4.028, 0.013], [2.962, 2.916, -0.489], [3.613, 2.471, -1.601], [5.249, 3.304, -2.640], [5.652, 4.814, -0.700], [3.466, 4.570, 0.915], [2.019, 2.540, -0.128], [3.367, 1.684, -2.289], [-2.386, 2.465, 0.798], [-1.213, 3.076, 1.148], [-0.732, 3.702, 0.031], [-1.638, 3.434, -1.037], [-2.665, 2.688, -0.517], [-2.930, 1.873, 1.401], [-0.813, 2.967, 2.142], [0.093, 4.390, -0.052], [-1.509, 3.743, -2.061], [-3.514, 2.224, -0.989], [1.324, -2.189, -3.358], [2.180, -1.153, -3.148], [1.545, -0.013, -3.571], [0.254, -0.382, -4.016], [0.139, -1.741, -3.884], [1.556, -3.160, -3.240], [3.180, -1.315, -2.784], [1.888, 1.006, -3.531], [-0.517, 0.257, -4.414], [-0.639, -2.464, -4.063], [3.557, -5.435, 0.459], [3.368, -4.287, -0.269], [2.039, -3.992, -0.262], [1.374, -4.988, 0.538], [2.353, -5.816, 1.004], [4.428, -5.825, 0.773], [4.168, -3.825, -0.822], [1.545, -3.143, -0.705], [0.365, -4.958, 0.907], [2.386, -6.648, 1.688], [-5.734, 0.544, -2.464], [-4.772, 1.178, -3.196], [-3.622, 0.442, -3.092], [-3.898, -0.655, -2.230], [-5.213, -0.586, -1.884], [-6.687, 0.824, -2.319], [-5.013, 2.087, -3.720], [-2.672, 0.596, -3.574], [-3.237, -1.462, -1.971], [-5.797, -1.228, -1.248], [-0.611, 0.892, 7.319], [0.266, 1.143, 6.299], [-0.127, 0.426, 5.207], [-1.308, -0.278, 5.584], [-1.582, 0.031, 6.884], [-0.567, 1.337, 8.218], [1.098, 1.805, 6.473], [0.364, 0.392, 4.249], [-1.898, -0.917, 4.947], [-2.401, -0.258, 7.519], [-0.572, -0.269, -0.376], [-0.144, -0.045, 0.912], [-0.176, -1.247, 1.562], [-0.778, -2.210, 0.706], [-0.976, -1.565, -0.493], [-0.753, 0.445, -1.065], [0.181, 0.941, 1.184], [0.168, -1.442, 2.567], [-1.058, -3.240, 0.837], [-1.154, -1.982, -1.471]],
  "forces_ev_per_angstrom": [[0.118, 0.227, -0.013], [0.618, -0.347, -0.153], [-0.425, -0.135, 0.414], [-0.236, 0.110, -0.033], [-0.088, 0.078, -0.287], [0.096, -0.207, 0.108], [-0.207, 0.332, -0.101], [0.088, 0.082, -0.024], [0.073, -0.107, 0.143], [0.020, -0.027, 0.006], [-0.098, -0.051, 0.241], [-0.150, -0.007, -0.014], [-0.051, 0.345, -0.353], [-0.008, 0.026, 0.178], [0.237, -0.326, -0.202], [0.063, 0.005, -0.001], [-0.043, 0.173, 0.056], [0.250, -0.270, 0.177], [-0.164, 0.085, -0.005], [-0.041, 0.047, -0.014], [-0.126, -0.374, -0.055], [0.045, 0.230, -0.354], [-0.174, 0.270, 0.199], [-0.524, -0.207, -0.224], [0.581, -0.255, 0.284], [-0.002, 0.029, 0.187], [-0.025, 0.008, 0.109], [0.199, -0.057, -0.013], [0.079, 0.119, 0.030], [-0.181, 0.217, -0.195], [-0.382, 0.243, 0.330], [0.294, -0.233, -0.471], [-0.793, -0.240, 0.327], [0.628, 0.587, 0.360], [0.587, -0.444, -0.106], [0.074, 0.130, -0.259], [0.102, 0.042, 0.162], [0.132, 0.031, -0.083], [-0.121, -0.145, -0.270], [-0.437, -0.001, -0.002], [-0.270, -0.508, 0.505], [-0.128, 0.109, -0.171], [0.176, -0.256, 0.133], [0.049, -0.322, -0.429], [-0.055, 0.332, 0.159], [0.073, 0.258, -0.199], [0.134, -0.008, -0.078], [-0.053, 0.310, -0.034], [0.084, 0.085, 0.087], [-0.110, 0.039, -0.038], [0.021, 0.108, -0.089], [0.234, 0.196, 0.358], [-0.215, -0.141, -0.002], [-0.001, -0.061, -0.356], [-0.085, 0.122, 0.139], [-0.075, -0.110, -0.006], [0.039, -0.034, -0.155], [0.023, 0.033, -0.011], [0.027, -0.042, 0.037], [0.034, -0.054, 0.032], [-0.269, 0.041, 0.393], [0.299, -0.170, -0.840], [-0.462, -0.379, 0.930], [0.093, 0.624, -0.941], [0.361, -0.277, -0.211], [0.165, 0.030, 0.022], [0.116, -0.059, 0.203], [-0.091, 0.147, 0.032], [0.310, -0.064, 0.383], [-0.433, 0.066, 0.070]],
  "e_above_lowest_kcal_mol": 13.2,
  "homo_lumo_gap_ev": 8.6,
  "fmax_ev_per_a": 1.13,
  "lumo_ev": 0.8658,
  "e_tot_ha": -1471.16026,
  "smiles": "c1cc[nH]c1.c1cc[nH]c1.c1cc[nH]c1.c1cc[nH]c1.c1cc[nH]c1.c1cc[nH]c1.c1cc[nH]c1"
}

---

# 3
{
  "formula": "C30H26AsBBr2F7N4O4Ti",
  "method": "ωB97M-V/def2-TZVPD",
  "symbols": ["Ti", "Br", "C", "C", "C", "C", "C", "N", "C", "O", "O", "H", "H", "H", "Br", "C", "C", "C", "C", "C", "C", "C", "O", "O", "H", "H", "H", "H", "F", "B", "F", "F", "F", "N", "C", "N", "C", "N", "F", "C", "F", "F", "C", "C", "C", "C", "C", "C", "C", "C", "H", "H", "H", "H", "C", "C", "As", "C", "C", "C", "C", "H", "H", "H", "H", "H", "H", "H", "H", "H", "H", "H", "H", "H", "H", "H"],
  "positions_angstrom": [[-0.825, 1.132, 0.187], [-2.826, -0.996, 2.436], [-3.708, -0.252, 0.951], [-5.075, -0.440, 0.817], [-5.699, 0.051, -0.317], [-4.942, 0.684, -1.290], [-3.590, 0.828, -1.063], [-2.991, 0.395, 0.047], [-2.649, 1.437, -2.073], [-3.033, 1.756, -3.172], [-1.431, 1.536, -1.622], [-5.619, -0.963, 1.589], [-6.766, -0.076, -0.443], [-5.356, 1.063, -2.213], [3.770, 3.361, 5.508], [2.062, 3.057, 4.730], [1.201, 2.152, 5.327], [-0.044, 1.942, 4.751], [-0.395, 2.593, 3.576], [0.484, 3.494, 2.990], [1.715, 3.743, 3.579], [-1.713, 2.264, 2.942], [-2.744, 2.251, 3.570], [-1.661, 1.960, 1.654], [1.497, 1.601, 6.207], [-0.732, 1.239, 5.203], [0.215, 4.007, 2.077], [2.400, 4.454, 3.137], [-0.226, 5.292, 0.323], [-0.643, 4.335, -0.578], [0.007, 3.037, -0.083], [-0.133, 4.533, -1.842], [-2.000, 4.120, -0.555], [1.421, -1.316, 5.448], [1.608, -1.081, 4.331], [1.897, -0.887, 3.052], [1.201, -0.117, 2.318], [0.650, 0.590, 1.565], [-0.550, -7.965, -3.004], [-0.391, -7.685, -1.697], [-1.360, -8.361, -1.040], [0.777, -8.240, -1.315], [-0.437, -6.216, -1.415], [0.066, -5.739, -0.210], [-0.001, -4.390, 0.081], [-0.576, -3.496, -0.829], [-1.079, -3.990, -2.035], [-1.010, -5.341, -2.327], [-0.639, -2.099, -0.530], [-0.690, -0.912, -0.278], [0.515, -6.425, 0.498], [0.392, -4.008, 1.014], [-1.521, -3.300, -2.741], [-1.398, -5.714, -3.264], [0.635, 0.330, -3.843], [1.325, 1.425, -3.037], [1.470, 0.926, -1.160], [2.443, -0.761, -1.233], [3.733, -0.690, -2.042], [2.807, 2.123, -0.361], [3.193, 3.318, -1.224], [0.466, 0.664, -4.868], [-0.333, 0.077, -3.412], [1.235, -0.582, -3.883], [0.743, 2.348, -3.047], [2.319, 1.643, -3.430], [1.758, -1.506, -1.636], [2.635, -1.042, -0.195], [3.533, -0.466, -3.091], [4.264, -1.643, -2.003], [4.410, 0.078, -1.663], [3.678, 1.515, -0.110], [2.364, 2.452, 0.579], [3.700, 3.013, -2.141], [3.874, 3.971, -0.674], [2.319, 3.906, -1.501]],
  "forces_ev_per_angstrom": [[-0.061, -0.006, -0.127], [-0.001, 0.036, 0.004], [-0.016, -0.014, 0.016], [-0.004, 0.008, -0.005], [0.018, 0.002, 0.008], [-0.016, -0.015, -0.002], [0.020, -0.035, -0.043], [0.094, -0.046, 0.060], [0.002, 0.178, 0.037], [0.002, -0.070, -0.012], [-0.050, -0.036, 0.042], [-0.004, 0.001, -0.002], [-0.001, -0.001, 0.002], [0.001, 0.003, 0.002], [0.006, 0.002, 0.001], [-0.005, -0.021, 0.021], [-0.001, 0.003, -0.001], [0.000, 0.006, -0.006], [-0.029, -0.040, 0.043], [0.022, 0.009, 0.020], [-0.012, 0.014, -0.026], [0.041, 0.023, 0.005], [-0.009, -0.037, -0.015], [0.012, 0.017, -0.016], [0.008, 0.008, 0.003], [-0.006, -0.004, -0.012], [0.001, 0.005, 0.009], [-0.002, -0.001, -0.001], [0.012, 0.044, 0.004], [-0.037, -0.020, -0.080], [0.038, -0.033, 0.039], [0.025, -0.015, -0.008], [0.013, 0.028, 0.020], [0.011, 0.011, 0.001], [-0.027, -0.021, -0.016], [-0.006, -0.059, -0.035], [0.038, 0.133, 0.081], [-0.062, -0.058, 0.025], [0.003, -0.004, 0.015], [0.006, 0.002, -0.006], [0.007, 0.004, -0.003], [-0.011, -0.002, -0.003], [0.002, 0.000, -0.001], [-0.011, 0.000, 0.000], [0.001, -0.001, 0.001], [0.039, -0.003, 0.042], [-0.002, 0.011, -0.011], [-0.005, 0.000, -0.001], [-0.066, -0.008, -0.042], [0.061, 0.006, -0.031], [0.003, 0.001, -0.001], [0.002, -0.001, 0.000], [0.001, -0.001, 0.000], [0.002, 0.001, -0.002], [0.010, -0.022, -0.010], [0.014, 0.039, 0.016], [0.026, -0.031, 0.014], [0.002, -0.013, 0.019], [0.002, -0.004, 0.005], [-0.019, 0.001, -0.029], [0.020, -0.015, 0.038], [-0.006, -0.005, 0.001], [-0.017, 0.017, 0.007], [0.001, 0.014, 0.001], [-0.010, 0.001, -0.014], [-0.007, 0.003, 0.009], [0.000, 0.001, 0.001], [-0.002, 0.001, -0.001], [-0.002, 0.002, -0.006], [0.002, 0.002, 0.000], [0.001, -0.003, 0.000], [-0.010, -0.010, -0.008], [-0.005, 0.006, -0.016], [-0.001, -0.012, 0.001], [-0.007, 0.002, -0.005], [-0.042, 0.027, -0.013]],
  "e_above_lowest_kcal_mol": 0.0,
  "total_charge": -1,
  "homo_lumo_gap_ev": 8.0,
  "fmax_ev_per_a": 0.18,
  "lumo_ev": 1.5374,
  "e_tot_ha": -10636.45122
}